171
Properties=species:S:1:pos:R:3:lowdin_charge:R:1 method="wB97M-V/def2-TZVPD" relative_energy_kcal_mol=59.21 e_lumo_ev=0.201 orbital_gap_ev=8.28 e_homo_ev=-8.077 total_charge=0
C 3.41295 5.25702 3.13209 -0.032
C 4.42193 6.23315 2.45595 -0.454
C 5.87909 5.88448 2.94510 -0.156
C 6.95329 6.34595 2.06705 -0.222
C 6.68874 5.82940 0.69407 -0.161
C 5.40022 6.37551 0.06156 -0.528
N 4.27163 6.08667 0.98185 -0.116
O 3.04068 6.50455 0.50547 -0.005
C 5.68543 7.80780 -0.31712 -0.031
C 5.23824 5.54528 -1.17559 -0.050
C 4.08236 7.68781 2.91224 -0.024
H 3.70961 4.24508 2.85624 0.077
H 2.44833 5.42510 2.65319 0.071
H 3.38663 5.38739 4.21394 0.085
H 6.13858 6.21529 3.95075 0.124
H 6.01314 4.80275 2.94444 0.116
H 7.90067 5.89236 2.35834 0.123
H 6.95816 7.43106 2.17009 0.114
H 6.83772 4.75088 0.64203 0.124
H 7.45298 6.21664 0.02022 0.118
H 5.79890 8.39932 0.59135 0.066
H 6.54424 7.92861 -0.97740 0.090
H 4.88621 8.27194 -0.89498 0.088
H 4.26984 5.80192 -1.60503 0.083
H 5.91767 5.76984 -1.99780 0.089
H 5.39222 4.49037 -0.94853 0.087
H 4.27263 7.79062 3.98056 0.079
H 3.05963 8.00373 2.70657 0.080
H 4.77862 8.32483 2.36679 0.061
H 2.66151 5.64167 0.32307 0.106
C -0.22014 -7.61665 12.01089 -0.044
C -1.38805 -6.60067 11.82030 -0.478
C -0.93770 -5.45063 12.75024 -0.177
C -1.68347 -4.15847 12.65719 -0.182
C -1.64555 -3.68835 11.18843 -0.123
C -2.08589 -4.75477 10.12121 -0.497
N -1.38431 -6.02996 10.43175 -0.075
O -1.74937 -7.03772 9.47258 -0.016
C -3.61908 -4.81074 10.06083 -0.045
C -1.61911 -4.24809 8.73673 -0.033
C -2.67442 -7.21603 12.41118 -0.024
H -0.10647 -7.81005 13.07756 0.076
H 0.78497 -7.33079 11.70077 0.086
H -0.45629 -8.57064 11.53948 0.080
H -1.00488 -5.88594 13.74728 0.117
H 0.13312 -5.27366 12.64950 0.121
H -1.30519 -3.39731 13.33956 0.112
H -2.72520 -4.22805 12.97029 0.102
H -0.57981 -3.58816 10.98288 0.108
H -2.10681 -2.72263 10.98172 0.120
H -4.07201 -5.23938 10.95482 0.067
H -4.15465 -3.86624 9.96509 0.087
H -4.01304 -5.43480 9.25868 0.081
H -1.70303 -5.10579 8.06932 0.078
H -2.30779 -3.45927 8.43408 0.081
H -0.61169 -3.83272 8.71105 0.081
H -2.32188 -7.82623 13.24275 0.085
H -3.20118 -7.77858 11.64035 0.077
H -3.42225 -6.52734 12.80429 0.074
H -2.64413 -7.17990 9.79004 0.061
C -0.32789 6.53189 -7.94596 -0.067
C 0.22311 7.66545 -8.74400 -0.481
C 0.27201 8.78686 -7.72866 -0.156
C 1.16322 9.95060 -8.16157 -0.169
C 2.56303 9.43901 -8.60278 -0.128
C 2.54061 8.29968 -9.70266 -0.460
N 1.61776 7.25459 -9.24296 -0.157
O 1.58347 6.16613 -10.05117 -0.003
C 2.14693 8.96665 -11.07528 -0.018
C 3.99343 7.70390 -9.65226 -0.043
C -0.64450 8.04885 -9.97813 -0.019
H 0.31651 6.18615 -7.13768 0.090
H -0.45818 5.66836 -8.59820 0.083
H -1.28974 6.69966 -7.46139 0.092
H -0.75748 9.10935 -7.57296 0.127
H 0.66170 8.35874 -6.80511 0.118
H 1.33904 10.65704 -7.35032 0.107
H 0.65801 10.47550 -8.97233 0.093
H 3.02727 8.96593 -7.73746 0.109
H 3.22652 10.26484 -8.85946 0.115
H 1.42673 9.74053 -10.80967 0.055
H 2.96913 9.59348 -11.42048 0.078
H 1.80265 8.28106 -11.84959 0.079
H 4.19562 7.05615 -10.50527 0.074
H 4.75924 8.47953 -9.65766 0.073
H 4.23842 7.19194 -8.72168 0.077
H -1.66339 7.69002 -9.83252 0.080
H -0.31930 7.69499 -10.95646 0.071
H -0.65959 9.10518 -10.24655 0.068
H 1.87814 5.53703 -9.38860 0.112
C -5.26327 -8.44040 -4.71888 -0.055
C -4.31593 -9.19466 -3.82489 -0.471
C -2.91086 -8.45863 -4.02029 -0.148
C -1.94117 -8.99671 -3.05909 -0.228
C -2.35838 -8.70627 -1.60958 -0.105
C -3.78656 -9.37004 -1.27709 -0.489
N -4.73289 -9.08470 -2.40276 -0.148
O -6.00765 -9.49903 -2.19903 0.002
C -3.38745 -10.81958 -1.07557 -0.041
C -4.41691 -8.75435 -0.07178 -0.042
C -4.26350 -10.67607 -4.28012 -0.022
H -5.30301 -7.35211 -4.67238 0.084
H -6.22335 -8.94785 -4.62491 0.081
H -4.93765 -8.54986 -5.75333 0.086
H -2.58401 -8.53159 -5.05756 0.121
H -3.03403 -7.39605 -3.81086 0.119
H -0.97964 -8.52877 -3.27026 0.113
H -1.71056 -10.04747 -3.23462 0.104
H -2.37539 -7.62834 -1.44873 0.110
H -1.52321 -9.01868 -0.98269 0.116
H -2.65093 -11.17941 -1.79402 0.077
H -3.13965 -10.95807 -0.02318 0.089
H -4.29518 -11.40479 -1.22268 0.072
H -5.35747 -9.25063 0.16727 0.083
H -3.96309 -9.14298 0.83987 0.084
H -4.52460 -7.67721 -0.19935 0.096
H -5.12597 -10.97267 -4.87701 0.077
H -4.19016 -11.50583 -3.57710 0.068
H -3.39066 -10.78029 -4.92463 0.082
H -5.90786 -10.44806 -2.09425 0.088
O -8.86256 -3.68208 2.31336 -0.054
H -8.22577 -3.77852 1.60524 0.026
H -8.54150 -2.93981 2.82540 0.027
O -3.57479 8.58043 -1.68173 -0.054
H -4.38326 8.25927 -2.08105 0.026
H -3.17048 7.80186 -1.29885 0.028
O -6.37456 -3.99241 -1.85105 -0.054
H -5.76259 -3.64945 -2.50227 0.028
H -6.38595 -4.93685 -2.00638 0.024
O -6.15103 7.51665 5.63739 -0.054
H -5.57210 8.11998 5.17147 0.028
H -6.51740 6.95805 4.95185 0.026
O -8.52391 5.25569 1.67468 -0.055
H -8.39227 5.69662 0.83534 0.027
H -9.14340 4.55201 1.48153 0.028
C -2.04874 1.09013 -0.65182 -0.063
C -3.11198 1.59552 0.31515 -0.494
C -2.83104 1.06704 1.75526 -0.046
O -3.08822 2.99856 0.38471 -0.057
H -1.06992 1.52922 -0.45892 0.080
H -2.34643 1.46277 -1.63194 0.077
H -1.85618 0.01842 -0.60244 0.081
H -4.10615 1.36446 -0.06738 0.128
H -2.99427 1.80031 2.54506 0.070
H -1.77630 0.79805 1.81234 0.074
H -3.45515 0.22052 2.04157 0.074
H -3.60757 3.12262 1.18252 0.075
C 5.97792 -2.06878 2.44728 -0.073
C 5.17476 -3.02600 3.29217 -0.472
C 3.98885 -3.52819 2.42990 -0.065
O 6.01121 -4.11790 3.76854 -0.060
H 6.63741 -2.41728 1.65248 0.085
H 6.56882 -1.46272 3.13404 0.076
H 5.30346 -1.41537 1.89388 0.074
H 4.77392 -2.53584 4.17940 0.130
H 3.35037 -2.68299 2.17285 0.076
H 3.49100 -4.26846 3.05620 0.069
H 4.34482 -4.04994 1.54155 0.081
H 5.49702 -4.67359 4.35879 0.076
C 3.15549 -1.75545 -5.83011 -0.050
C 3.49890 -0.34579 -6.25301 -0.528
C 4.97961 -0.06628 -6.57836 -0.065
O 2.89323 -0.12544 -7.46321 -0.066
H 3.42184 -2.48260 -6.59718 0.086
H 2.07240 -1.73020 -5.71021 0.080
H 3.62045 -1.86826 -4.85073 0.080
H 3.17983 0.47610 -5.61207 0.143
H 5.46989 -0.69149 -7.32458 0.079
H 5.58307 -0.24006 -5.68744 0.069
H 5.07652 0.99275 -6.81746 0.079
H 3.24471 -0.67078 -8.17079 0.093

---

185
Properties=species:S:1:pos:R:3:lowdin_charge:R:1 method="wB97M-V/def2-TZVPD" e_lumo_ev=0.069 orbital_gap_ev=8.46 e_homo_ev=-8.393 total_charge=0
C -6.98283 14.38776 10.11394 -0.004
C -6.24434 15.43061 9.24454 -0.485
C -4.78999 15.49249 9.66653 -0.130
C -3.99988 14.29434 9.12400 -0.169
C -3.97349 14.36928 7.60841 -0.106
C -5.40256 14.31050 7.06003 -0.466
N -6.28329 15.24519 7.77729 -0.091
O -7.61807 15.18626 7.32008 -0.030
C -5.32938 14.85563 5.61951 -0.012
C -5.89579 12.85248 7.10778 -0.009
C -6.87995 16.78870 9.56610 -0.016
H -7.19006 14.84774 11.07748 0.089
H -6.56257 13.38988 10.02787 0.069
H -8.01615 14.30376 9.73023 0.073
H -4.29269 16.36025 9.21237 0.118
H -4.59840 15.55122 10.73422 0.098
H -4.49972 13.38742 9.49027 0.085
H -3.04156 14.33180 9.65006 0.094
H -3.35809 13.53628 7.26264 0.115
H -3.49519 15.33046 7.40386 0.116
H -6.34890 15.14664 5.33866 0.068
H -4.81611 15.81583 5.68934 0.079
H -4.97606 14.18650 4.84076 0.072
H -6.88983 12.86547 6.65101 0.057
H -5.29975 12.20326 6.46302 0.081
H -5.88749 12.45628 8.11818 0.050
H -6.52176 17.54988 8.87485 0.073
H -6.68886 17.06786 10.60348 0.075
H -7.97204 16.82607 9.47080 0.077
H -8.00795 14.39557 7.72634 0.052
C -5.43365 11.42968 2.01334 -0.021
C -3.95958 11.07892 1.76624 -0.518
C -3.78605 9.58157 1.55342 -0.144
C -4.32364 9.12051 0.20610 -0.178
C -3.68389 9.91341 -0.93084 -0.137
C -3.62816 11.43148 -0.75727 -0.515
N -3.33485 11.78599 0.64480 -0.092
O -3.40774 13.18741 0.83228 -0.023
C -2.49533 11.98081 -1.62059 -0.035
C -4.96559 12.01706 -1.23476 -0.026
C -3.16987 11.45009 3.01290 -0.043
H -6.14202 11.03839 1.28999 0.078
H -5.57297 12.50471 2.15497 0.073
H -5.71661 11.01469 2.98618 0.065
H -2.70598 9.38434 1.57916 0.128
H -4.20105 9.00140 2.37911 0.098
H -5.41580 9.17294 0.23354 0.105
H -4.07977 8.06377 0.06450 0.111
H -4.28641 9.65933 -1.81155 0.120
H -2.72807 9.45646 -1.20382 0.119
H -2.60666 13.06844 -1.62848 0.082
H -1.50320 11.65642 -1.32644 0.086
H -2.67958 11.70563 -2.66469 0.086
H -4.97268 13.10337 -1.10585 0.083
H -5.06443 11.88109 -2.31397 0.088
H -5.84191 11.62420 -0.72751 0.075
H -3.44553 12.41619 3.43915 0.061
H -2.09504 11.45326 2.82679 0.096
H -3.37895 10.77004 3.84544 0.069
H -4.34263 13.36207 1.02678 0.080
C -13.90739 19.05765 10.51243 -0.029
C -12.72937 19.10884 9.53429 -0.532
C -11.43421 18.74310 10.27181 -0.138
C -11.41406 17.26723 10.62513 -0.178
C -11.46789 16.42168 9.36400 -0.128
C -12.65546 16.77456 8.44197 -0.507
N -12.84494 18.22143 8.38951 -0.103
O -13.91691 18.57961 7.54428 -0.007
C -12.30222 16.30817 7.03754 -0.024
C -13.90878 15.99579 8.90696 -0.024
C -12.56444 20.54061 9.02125 -0.033
H -14.81839 19.19576 9.91147 0.081
H -13.95248 19.88092 11.22641 0.090
H -14.03170 18.12404 11.05569 0.063
H -10.56441 19.02660 9.67374 0.125
H -11.37030 19.31851 11.19976 0.123
H -12.20953 17.03279 11.33422 0.106
H -10.48688 17.00375 11.14635 0.110
H -11.57860 15.37676 9.65873 0.107
H -10.56920 16.53644 8.75493 0.109
H -12.13633 15.23011 7.02823 0.060
H -13.01006 16.56998 6.25259 0.087
H -11.36776 16.80330 6.76077 0.084
H -13.63247 14.94503 9.03766 0.069
H -14.33210 16.27960 9.87126 0.073
H -14.67837 16.04840 8.13336 0.081
H -12.17483 21.19694 9.79694 0.086
H -13.55837 20.90368 8.73439 0.080
H -11.99930 20.60556 8.09383 0.091
H -14.71958 18.27548 7.99683 0.086
C -10.94779 12.80599 7.36826 -0.630
O -9.90043 13.37715 7.12607 0.019
N -11.28960 12.44114 8.65405 0.162
N -12.01036 12.61566 6.51233 0.154
H -12.25522 12.25758 8.85218 0.095
H -10.58016 12.31182 9.34914 0.102
H -11.81075 12.71968 5.52953 0.104
H -12.92401 12.92408 6.79694 0.097
C -1.81055 15.93072 4.67499 -0.671
O -2.30068 16.80037 5.37508 0.025
N -0.44827 15.73283 4.61561 0.149
N -2.56759 15.14063 3.85535 0.171
H 0.13418 16.50590 4.87315 0.097
H -0.07619 14.98291 4.06281 0.086
H -3.53522 15.39569 3.80363 0.083
H -2.22142 14.36834 3.31785 0.077
C -7.31162 8.57178 4.08119 -0.678
O -8.47814 8.87879 3.91648 0.029
N -6.66834 7.66365 3.27637 0.156
N -6.48078 9.23007 4.95298 0.154
H -7.13695 7.16969 2.54230 0.105
H -5.72216 7.41341 3.49809 0.084
H -6.87765 9.89249 5.59394 0.085
H -5.54708 8.92281 5.15848 0.091
C -8.48839 13.23434 3.68361 -0.660
O -8.04454 13.44745 2.56450 0.015
N -8.26058 12.02708 4.33939 0.165
N -9.29280 14.09205 4.37167 0.175
H -7.82171 11.38506 3.70421 0.060
H -8.22753 12.01520 5.33998 0.059
H -9.51867 13.87138 5.33260 0.039
H -9.47038 14.97086 3.92342 0.095
C -1.39050 17.28234 9.25678 -0.069
C -0.07882 17.60685 9.92444 -0.272
O -0.13264 17.38650 11.35452 -0.100
H -1.68552 16.27438 9.57722 0.055
H -1.23638 17.18529 8.17981 0.084
H -2.23055 17.95200 9.40551 0.070
H 0.15145 18.67050 9.75492 0.112
H 0.80687 17.10419 9.52809 0.115
H 0.72584 17.59608 11.73006 0.100
C -8.32973 17.77420 4.84943 -0.073
C -7.89684 18.34731 6.19296 -0.288
O -6.56225 17.97820 6.51984 -0.103
H -8.20285 18.48342 4.03144 0.071
H -9.39618 17.52247 4.87049 0.061
H -7.79321 16.85389 4.62570 0.056
H -8.54721 17.95894 6.98538 0.096
H -7.98775 19.43325 6.19465 0.110
H -6.59349 17.13220 6.98910 0.023
C -4.31790 10.13305 8.71684 -0.082
C -3.55714 10.39202 10.00392 -0.262
O -2.17107 10.02762 9.77033 -0.107
H -5.35370 10.46273 8.83528 0.066
H -4.41117 9.04957 8.57159 0.080
H -3.88654 10.52786 7.80114 0.057
H -3.78993 9.78777 10.88247 0.119
H -3.63867 11.43935 10.29090 0.088
H -2.09932 9.07046 9.82458 0.092
C -0.76448 12.25064 6.19598 -0.065
C -1.31116 10.82062 6.02372 -0.321
O -0.88500 9.99178 7.09058 -0.084
H -1.36402 12.96244 5.62455 0.045
H 0.23254 12.25044 5.75641 0.074
H -0.76018 12.52509 7.24760 0.065
H -0.92000 10.42911 5.08510 0.104
H -2.40724 10.81435 5.96476 0.079
H -1.45472 10.18024 7.84401 0.030
C -1.42021 12.78234 11.95263 -0.090
C -0.51023 13.03736 10.76759 -0.308
O 0.10441 14.30312 10.95700 -0.077
H -2.26988 13.45794 12.07278 0.065
H -0.83576 12.86143 12.87330 0.077
H -1.86277 11.77931 11.99616 0.057
H -1.10400 12.92527 9.85112 0.088
H 0.31024 12.32693 10.69604 0.116
H -0.52259 15.02117 10.82690 0.036
C -2.90316 21.05297 7.44530 -0.085
C -4.13840 20.16936 7.53551 -0.313
O -3.74701 18.79519 7.52900 -0.101
H -3.15977 21.94289 6.86541 0.067
H -2.14134 20.53317 6.86332 0.077
H -2.51320 21.38795 8.40421 0.065
H -4.76496 20.38202 6.66343 0.105
H -4.71292 20.37826 8.44428 0.109
H -4.57331 18.32117 7.68669 0.041
C -4.56709 17.67481 12.62282 -0.092
C -3.22154 17.19316 13.11525 -0.297
O -2.61497 16.40516 12.09200 -0.105
H -4.44131 18.25019 11.70132 0.078
H -5.11240 18.23450 13.38359 0.075
H -5.19524 16.84626 12.28867 0.045
H -3.32938 16.57792 14.01533 0.108
H -2.58376 18.03937 13.38593 0.114
H -1.75921 16.79934 11.87201 0.023

---

no.,F_max (eV Å⁻¹)
1,4.6
2,2.6